# C71H70Cl4Ge2N5O2S4Ta

A structure of composition C71H70Cl4Ge2N5O2S4Ta (ωB97M-V with the def2-TZVPD basis set, the Open Molecules 2025 dataset).

Positions of all 159 atoms, in Å:
Ta1 0.753 0.857 1.310
Cl1 4.174 0.089 7.179
C1 3.634 0.610 5.633
C2 4.369 1.565 4.936
Cl2 5.800 2.214 5.626
C3 3.939 2.008 3.687
Cl3 4.822 3.170 2.793
C4 2.753 1.515 3.153
O1 2.205 1.899 2.039
C5 2.028 0.493 3.827
O2 0.978 0.069 3.187
C6 2.477 0.071 5.076
Cl4 1.573 -1.107 5.933
N1 0.231 2.485 4.609
C7 0.785 3.578 3.950
C8 1.930 4.199 4.439
C9 2.501 5.258 3.758
C10 1.923 5.727 2.590
C11 0.786 5.112 2.096
C12 0.220 4.030 2.756
C13 -1.035 3.459 2.214
C14 -2.195 4.205 2.433
C15 -3.392 3.846 1.843
C16 -3.410 2.765 0.978
C17 -2.254 2.021 0.788
C18 -1.046 2.293 1.437
H1 0.537 2.369 5.563
H2 -0.760 2.357 4.474
H3 2.370 3.828 5.355
H4 3.403 5.714 4.139
H5 2.357 6.567 2.070
H6 0.311 5.467 1.193
H7 -2.131 5.081 3.068
H8 -4.288 4.426 2.021
H9 -4.323 2.499 0.463
H10 -2.308 1.191 0.093
C19 5.354 -1.832 -5.847
C20 4.560 -2.508 -4.771
C21 3.280 -2.974 -5.031
C22 2.516 -3.572 -4.042
C23 1.131 -4.065 -4.330
C24 3.044 -3.693 -2.755
C25 4.347 -3.266 -2.482
C26 4.952 -3.458 -1.122
C27 5.085 -2.675 -3.498
C28 2.257 -4.397 -1.716
C29 2.287 -5.788 -1.699
C30 1.562 -6.500 -0.764
C31 0.853 -5.824 0.206
C32 0.850 -4.432 0.244
C33 1.516 -3.722 -0.748
Ge1 1.503 -1.708 -0.683
S1 2.703 -0.835 0.882
S2 -0.583 -0.660 -0.328
Ge2 0.285 0.842 -1.926
S3 1.371 2.237 -0.627
S4 1.672 -0.745 -2.778
C34 -1.012 1.721 -3.206
C35 -0.781 3.055 -3.530
C36 -1.723 3.747 -4.288
C37 -2.889 3.128 -4.692
C38 -3.086 1.789 -4.410
C39 -2.139 1.061 -3.694
C40 -2.296 -0.411 -3.603
C41 -1.664 -1.181 -4.589
C42 -0.762 -0.559 -5.612
C43 -1.862 -2.552 -4.608
C44 -2.644 -3.189 -3.655
C45 -2.744 -4.686 -3.634
C46 -3.289 -2.408 -2.708
C47 -3.139 -1.027 -2.676
C48 -3.893 -0.236 -1.648
C49 0.424 3.794 -3.105
C50 1.670 3.526 -3.682
C51 1.838 2.467 -4.732
C52 2.767 4.271 -3.283
C53 2.657 5.283 -2.338
C54 3.862 6.087 -1.956
C55 1.415 5.537 -1.782
C56 0.296 4.807 -2.151
C57 -1.005 5.060 -1.447
C58 0.150 -3.850 1.415
C59 -1.233 -3.670 1.391
C60 -2.013 -3.720 0.113
C61 -1.904 -3.495 2.594
C62 -1.233 -3.476 3.805
C63 -1.982 -3.474 5.106
C64 0.153 -3.566 3.802
C65 0.854 -3.785 2.627
C66 2.331 -4.045 2.669
H11 4.933 -2.045 -6.825
H12 6.392 -2.157 -5.828
H13 5.330 -0.754 -5.692
H14 2.867 -2.867 -6.024
H15 0.903 -3.953 -5.387
H16 0.411 -3.487 -3.750
H17 1.019 -5.112 -4.052
H18 4.689 -4.433 -0.712
H19 4.577 -2.697 -0.433
H20 6.035 -3.373 -1.174
H21 6.092 -2.337 -3.291
H22 2.893 -6.308 -2.426
H23 1.551 -7.578 -0.784
H24 0.305 -6.364 0.965
H25 -1.522 4.776 -4.548
H26 -3.634 3.684 -5.244
H27 -3.975 1.284 -4.758
H28 -1.103 0.434 -5.893
H29 -0.709 -1.179 -6.504
H30 0.242 -0.467 -5.194
H31 -1.406 -3.137 -5.394
H32 -2.381 -5.107 -4.568
H33 -3.765 -5.021 -3.472
H34 -2.129 -5.088 -2.828
H35 -3.940 -2.874 -1.981
H36 -4.963 -0.418 -1.745
H37 -3.704 0.829 -1.762
H38 -3.598 -0.542 -0.644
H39 0.976 2.426 -5.395
H40 1.951 1.480 -4.272
H41 2.729 2.656 -5.326
H42 3.731 4.062 -3.728
H43 4.248 6.613 -2.831
H44 4.654 5.439 -1.580
H45 3.618 6.815 -1.186
H46 1.315 6.306 -1.029
H47 -1.079 6.099 -1.135
H48 -1.065 4.432 -0.556
H49 -1.859 4.817 -2.070
H50 -1.360 -3.646 -0.754
H51 -2.707 -2.884 0.091
H52 -2.585 -4.645 0.037
H53 -2.984 -3.426 2.579
H54 -3.031 -3.217 4.961
H55 -1.533 -2.796 5.831
H56 -1.949 -4.479 5.529
H57 0.687 -3.539 4.742
H58 2.717 -3.915 3.678
H59 2.869 -3.372 2.000
H60 2.547 -5.063 2.340
C67 -4.114 1.823 5.426
C68 -5.061 0.665 5.122
C69 -5.940 0.985 3.916
C70 -4.280 -0.649 4.918
N2 -3.337 -0.578 3.841
C71 -2.013 -0.331 3.842
N3 -1.599 -0.330 2.597
N4 -2.671 -0.589 1.852
N5 -3.699 -0.739 2.570
H61 -4.685 2.720 5.651
H62 -3.480 2.032 4.565
H63 -3.484 1.590 6.283
H64 -5.708 0.494 5.990
H65 -5.334 1.171 3.033
H66 -6.534 1.874 4.114
H67 -6.617 0.163 3.702
H68 -4.989 -1.443 4.672
H69 -3.739 -0.908 5.831
H70 -1.400 -0.176 4.703

Properties
Max |F|, eV Å⁻¹: 2.7
Charge: 0
Total energy, Ha: -10816.52991

# C4H9N

An isolated molecule of C4H9N (ωB97M-V with the def2-TZVPD basis set, the Open Molecules 2025 dataset).

Positions of all 14 atoms, in Å:
N1 -1.148 0.353 -0.446
C1 -0.796 -0.960 0.077
C2 0.598 -0.886 0.736
C3 1.191 0.444 0.212
C4 0.115 1.077 -0.662
H1 -1.772 0.855 0.148
H2 -1.505 -1.326 0.818
H3 -0.767 -1.661 -0.764
H4 0.533 -0.800 1.820
H5 1.190 -1.764 0.489
H6 1.471 1.069 1.059
H7 2.102 0.352 -0.382
H8 0.025 2.143 -0.441
H9 0.363 1.036 -1.723

Properties
Max |F|, eV Å⁻¹: 0.7
SMILES: C1CCNC1
Charge: 0
Total energy, Ha: -212.54572

# C29H24F4N4O2

A cluster of 2 separate species, C29H24F4N4O2 in total (ωB97M-V with the def2-TZVPD basis set, the Open Molecules 2025 dataset).

Positions of all 63 atoms, in Å:
F1 -2.409 -0.918 1.814
C1 -1.401 -1.629 2.382
C2 -1.401 -2.974 2.404
F2 -2.533 -3.679 2.198
C3 -0.154 -3.719 2.555
O1 -0.050 -4.891 2.157
C4 0.987 -2.957 3.063
F3 2.135 -3.640 3.261
C5 0.915 -1.626 3.260
F4 1.976 -0.905 3.685
C6 -0.284 -0.842 2.920
O2 -0.425 0.364 3.167
C7 1.950 -4.007 -5.061
C8 1.418 -4.922 -4.141
C9 0.506 -4.492 -3.175
C10 0.113 -3.149 -3.119
C11 -0.969 -2.741 -2.138
N1 -1.097 -1.276 -1.961
C12 -2.456 -0.783 -2.057
C13 -2.479 0.694 -2.367
N2 -1.453 1.435 -1.667
C14 -1.798 2.802 -1.364
C15 -0.571 3.607 -1.013
N3 0.184 2.932 0.015
C16 1.201 3.755 0.694
C17 1.082 3.785 2.198
C18 2.080 4.435 2.935
C19 2.067 4.391 4.329
C20 1.070 3.666 4.996
C21 0.053 3.054 4.259
C22 0.012 3.189 2.868
C23 0.338 1.568 -0.063
C24 1.072 0.824 0.889
N4 0.917 -0.490 0.980
C25 0.441 -1.208 -0.035
C26 -0.300 -0.587 -1.053
C27 -0.443 0.823 -0.990
C28 0.657 -2.231 -4.022
C29 1.577 -2.659 -4.991
H1 2.653 -4.342 -5.828
H2 1.712 -5.973 -4.183
H3 0.080 -5.190 -2.450
H4 -1.941 -3.085 -2.522
H5 -0.825 -3.255 -1.175
H6 -2.969 -1.351 -2.838
H7 -2.978 -0.955 -1.097
H8 -2.357 0.839 -3.453
H9 -3.458 1.103 -2.081
H10 -2.308 3.226 -2.236
H11 -2.498 2.823 -0.505
H12 0.048 3.767 -1.911
H13 -0.865 4.585 -0.618
H14 2.212 3.410 0.416
H15 1.099 4.775 0.299
H16 2.868 4.959 2.388
H17 2.841 4.910 4.897
H18 1.078 3.574 6.085
H19 -0.711 2.456 4.754
H20 -0.838 2.804 2.304
H21 1.716 1.333 1.609
H22 0.567 -2.292 -0.008
H23 0.351 -1.185 -3.970
H24 1.993 -1.933 -5.691

Properties
Max |F|, eV Å⁻¹: 2.7
SMILES: c1ccc(CN2CCN3CCN(Cc4ccccc4)c4cncc2c43)cc1.O=C1C(F)=C(F)C(=O)C(F)=C1F
Charge: 0
Total energy, Ha: -1888.35588

# C53H108F6N11O20P

A cluster of 17 separate species, C53H108F6N11O20P in total (ωB97M-V with the def2-TZVPD basis set, the Open Molecules 2025 dataset).

Positions of all 199 atoms, in Å:
C1 -1.372 -4.582 0.401
C2 -0.922 -3.228 0.947
C3 0.671 -3.138 0.921
C4 1.178 -1.794 1.455
C5 0.288 -0.565 1.278
C6 -0.823 -0.699 0.160
N1 -1.482 -2.091 0.105
O1 -2.560 -2.212 -0.763
C7 -0.092 -0.469 -1.206
C8 -1.846 0.333 0.462
C9 -1.551 -3.017 2.344
H1 -0.923 -5.474 0.837
H2 -1.253 -4.717 -0.675
H3 -2.373 -4.828 0.753
H4 0.978 -3.329 -0.107
H5 1.106 -3.930 1.530
H6 2.126 -1.593 0.957
H7 1.430 -2.045 2.485
H8 0.900 0.332 1.190
H9 -0.195 -0.459 2.249
H10 0.497 0.449 -1.205
H11 -0.809 -0.308 -2.010
H12 0.722 -1.138 -1.486
H13 -2.116 0.233 1.513
H14 -2.700 0.219 -0.205
H15 -1.557 1.372 0.307
H16 -2.640 -2.997 2.391
H17 -1.264 -2.092 2.844
H18 -1.127 -3.791 2.983
P1 -9.117 1.759 -2.346
F1 -8.382 0.602 -3.230
F2 -10.358 1.575 -3.340
F3 -9.901 0.534 -1.481
F4 -9.827 2.994 -1.496
F5 -7.852 1.792 -1.331
F6 -8.396 2.885 -3.327
O2 -1.704 -0.377 6.837
C10 -1.320 0.743 7.053
N2 -1.741 1.744 6.346
C11 -0.230 1.089 8.030
H19 -2.527 1.451 5.783
H20 -1.099 2.518 6.255
H21 -0.577 1.554 8.953
H22 0.531 1.736 7.593
H23 0.177 0.116 8.306
O3 1.120 -6.120 6.314
C12 1.480 -7.314 6.388
N3 1.003 -8.139 7.330
C13 2.499 -7.929 5.400
H24 1.299 -9.101 7.246
H25 0.267 -7.817 7.942
H26 1.937 -8.212 4.510
H27 2.786 -8.858 5.893
H28 3.407 -7.371 5.172
O4 3.074 8.225 -3.528
C14 3.535 7.144 -3.135
N4 4.605 7.188 -2.344
C15 2.989 5.793 -3.632
H29 4.890 8.129 -2.116
H30 5.229 6.394 -2.351
H31 1.960 5.634 -3.310
H32 3.585 4.918 -3.372
H33 2.971 5.699 -4.718
O5 -8.163 -5.558 1.228
C16 -7.752 -5.509 0.111
N5 -7.019 -6.410 -0.512
C17 -8.044 -4.355 -0.705
H34 -6.812 -7.295 -0.072
H35 -6.866 -6.415 -1.511
H36 -7.825 -4.627 -1.738
H37 -7.432 -3.501 -0.413
H38 -9.082 -4.027 -0.649
O6 -5.711 -0.150 4.432
C18 -6.405 -1.113 4.800
N6 -5.905 -1.962 5.619
C19 -7.769 -1.363 4.155
H39 -5.005 -1.754 6.027
H40 -6.449 -2.699 6.044
H41 -8.248 -2.306 4.418
H42 -7.537 -1.276 3.094
H43 -8.433 -0.539 4.415
O7 6.965 -3.698 -3.062
C20 6.230 -4.646 -2.754
N7 5.685 -4.742 -1.557
C21 5.961 -5.731 -3.811
H44 5.369 -5.665 -1.294
H45 6.100 -4.041 -0.961
H46 5.743 -5.242 -4.760
H47 5.175 -6.395 -3.450
H48 6.806 -6.352 -4.111
O8 2.595 0.893 -5.874
C22 3.523 0.369 -6.483
N8 4.448 1.127 -7.085
C23 3.823 -1.094 -6.479
H49 4.348 2.128 -6.989
H50 5.255 0.707 -7.524
H51 3.515 -1.638 -5.586
H52 4.872 -1.349 -6.631
H53 3.312 -1.497 -7.352
O9 6.015 -2.311 8.010
C24 4.873 -2.639 7.753
N9 4.503 -2.939 6.473
C25 3.842 -2.800 8.890
H54 5.199 -2.805 5.753
H55 3.867 -3.719 6.387
H56 3.462 -1.892 9.357
H57 4.330 -3.406 9.653
H58 2.958 -3.329 8.533
O10 -3.034 0.528 -7.245
C26 -3.579 0.842 -6.199
N10 -4.344 0.028 -5.484
C27 -3.476 2.323 -5.808
H59 -5.009 0.382 -4.811
H60 -4.574 -0.768 -6.061
H61 -3.860 2.700 -4.860
H62 -3.857 2.948 -6.615
H63 -2.452 2.696 -5.811
C28 7.084 2.471 -1.346
C29 7.861 2.977 -2.553
N11 8.225 4.399 -2.357
C30 9.408 4.531 -1.488
C31 9.648 6.049 -1.074
C32 8.415 5.025 -3.678
C33 9.557 4.544 -4.575
H64 7.575 2.791 -0.427
H65 6.921 1.397 -1.440
H66 6.095 2.916 -1.453
H67 8.760 2.362 -2.604
H68 7.247 2.797 -3.436
H69 9.372 3.976 -0.551
H70 10.334 4.151 -1.919
H71 10.479 6.209 -0.387
H72 9.924 6.740 -1.870
H73 8.683 6.308 -0.638
H74 8.366 6.114 -3.641
H75 7.475 4.848 -4.202
H76 10.527 4.763 -4.127
H77 9.453 4.846 -5.617
H78 9.524 3.457 -4.641
O11 -2.068 6.580 -2.803
C34 -2.460 7.569 -3.309
O12 -3.633 7.640 -3.983
C35 -3.799 8.891 -4.482
C36 -2.486 9.625 -4.504
C37 -1.964 9.075 -3.210
H79 -4.481 9.224 -3.699
H80 -4.389 8.993 -5.392
H81 -2.499 10.713 -4.561
H82 -1.941 9.272 -5.380
H83 -2.363 9.631 -2.361
H84 -0.886 8.970 -3.093
O13 0.691 -4.969 -4.626
C38 0.271 -5.183 -5.744
O14 0.772 -6.132 -6.587
C39 0.161 -6.321 -7.836
C40 -1.073 -5.350 -7.704
C41 -0.690 -4.400 -6.522
H85 -0.061 -7.384 -7.930
H86 0.901 -5.982 -8.562
H87 -1.972 -5.884 -7.398
H88 -1.304 -5.013 -8.714
H89 -1.564 -4.010 -6.000
H90 -0.023 -3.622 -6.893
O15 -4.495 9.039 1.503
C42 -4.820 7.882 1.433
O16 -5.973 7.489 0.965
C43 -6.214 6.162 0.993
C44 -5.095 5.607 1.791
C45 -4.003 6.649 1.808
H91 -6.207 5.688 0.012
H92 -7.109 6.133 1.616
H93 -4.780 4.699 1.275
H94 -5.604 5.436 2.740
H95 -3.273 6.398 1.039
H96 -3.543 6.702 2.795
O17 1.752 5.267 5.623
C46 2.468 5.330 4.613
O18 2.070 4.924 3.379
C47 3.126 4.872 2.442
C48 4.371 4.830 3.293
C49 3.971 5.630 4.578
H97 3.097 5.691 1.724
H98 3.119 4.018 1.766
H99 5.243 5.317 2.858
H100 4.623 3.803 3.557
H101 4.034 6.714 4.492
H102 4.371 5.260 5.522
O19 -5.860 -9.836 2.327
C50 -5.254 -9.485 3.346
O20 -3.911 -9.200 3.436
C51 -3.559 -8.662 4.717
C52 -4.762 -9.084 5.599
C53 -5.902 -9.167 4.684
H103 -3.503 -7.576 4.650
H104 -2.634 -9.077 5.118
H105 -4.957 -8.453 6.466
H106 -4.571 -10.087 5.982
H107 -6.349 -8.182 4.547
H108 -6.680 -9.868 4.984

Properties
Max |F|, eV Å⁻¹: 9.5
Charge: 0
Total energy, Ha: -5131.97704